14
Properties=species:S:1:pos:R:3 method="wB97M-V/def2-TZVPD" fmax_ev_per_a=4.63 orbital_gap_ev=8.6409 de_lowest_kcal_mol=55.70 e_homo_ev=-14.3 total_charge=+1
H -0.4933 0.9257 2.3320
O -0.8156 0.1510 0.2611
C 0.3470 0.1938 -0.4054
O 1.3078 -0.5039 -0.1447
Cu 1.4211 -2.1017 1.2187
O 0.2410 1.0045 -1.4170
C 0.9735 0.6700 -2.6104
H 2.0441 0.8353 -2.4409
H 0.7836 -0.3752 -2.8800
H 0.5941 1.3463 -3.3794
C -0.7223 0.0171 1.6251
C -1.7012 -0.4795 2.3955
H -2.4434 -1.1594 1.9706
H -1.5363 -0.5240 3.4749

26
Properties=species:S:1:pos:R:3 method="wB97M-V/def2-TZVPD" fmax_ev_per_a=4.29 orbital_gap_ev=10.1835 de_lowest_kcal_mol=4.09 e_homo_ev=-12.9 total_charge=+1
C 1.5899 -2.4717 -0.0897
C 0.3069 -1.6986 -0.4724
C -0.5315 -1.0743 0.6116
C 0.0506 0.5489 -1.2625
C 0.7247 3.3848 -1.8568
C -0.2274 -1.5364 2.0942
N 0.6700 -0.6129 -1.3582
N -0.2089 0.3623 0.6120
O 2.6770 -2.1954 -0.4876
O -1.9653 -1.1774 0.3177
O -1.1701 0.8534 -1.7007
O 1.1383 -1.5001 2.1850
S 1.3093 1.8213 -1.2480
H 1.2997 -3.3106 0.5856
H -0.4092 -2.4294 -0.9754
H 1.4863 4.1335 -1.4267
H -0.2100 3.7015 -1.3896
H 0.6360 3.3373 -2.8895
H -0.7070 -2.6040 2.2746
H -0.6689 -0.8395 2.7703
H 1.6923 -0.5830 -1.3534
H -0.8112 1.0678 1.0373
H 0.6852 0.5933 1.2063
H -2.3755 -2.0150 0.6310
H -1.5035 -0.0052 -1.9315
H 1.4714 -1.6009 3.0546

16
Properties=species:S:1:pos:R:3 method="wB97M-V/def2-TZVPD" fmax_ev_per_a=3.70 orbital_gap_ev=8.4319 de_lowest_kcal_mol=22.34 e_homo_ev=-5.3 total_charge=-1
C 1.1445 -1.0958 -0.3612
C -0.3311 -1.2531 -0.4829
C -1.2009 -0.7021 0.5790
O -3.2121 0.9680 0.8787
O -3.4308 -1.0488 -0.5521
O -2.0167 0.8745 -1.2354
S -1.0047 -2.4861 0.5943
S -0.6155 2.8579 0.5227
S -2.6400 0.1023 -0.1713
H 1.7140 -2.1361 -0.5447
H 1.6033 -0.2634 -0.9772
H 1.4516 -0.8317 0.7590
H -0.6749 -1.3511 -1.4285
H -0.6899 -0.2606 1.3545
H -1.7149 3.5653 0.7967
H -1.0182 1.8943 -0.3943